1.
52
Properties=species:S:1:pos:R:3 method="wB97M-V/def2-TZVPD" lumo_ev=-2.3593 smiles="COc1cc(C[NH2+]CC(C)C)cc(Br)c1OCC(=O)Nc1ccccc1" orbital_gap_ev=9.2359 total_energy_ha=-3686.73204 charge=+1
C -3.9058 -3.0233 -1.5214
H -4.3679 -3.4296 -0.6184
H -4.6342 -3.0209 -2.3297
H -3.0481 -3.6386 -1.8103
O -3.5347 -1.6721 -1.3453
C -2.7507 -1.3365 -0.3082
C -2.0933 -2.2309 0.5263
C -1.2175 -1.7657 1.5035
C -1.1563 -0.4146 1.8072
C -1.7853 0.4813 0.9586
C -2.4546 0.0378 -0.1730
O -2.6104 0.8961 -1.2322
C -1.6802 0.5484 -2.2585
H -1.7226 1.3606 -2.9842
H -1.9757 -0.3928 -2.7367
C -0.2812 0.3889 -1.6391
O 0.0841 -0.6739 -1.1335
N 0.4536 1.5042 -1.6390
C 1.7239 1.6735 -1.0396
C 2.0178 1.1055 0.1926
C 3.2641 1.3060 0.7597
C 4.2182 2.0639 0.1031
C 3.9179 2.6401 -1.1206
C 2.6729 2.4519 -1.6916
H 2.4334 2.9076 -2.6406
H 4.6529 3.2436 -1.6294
H 5.1878 2.2177 0.5494
H 3.4857 0.8862 1.7296
H 1.2577 0.5463 0.7148
H 0.0995 2.3108 -2.1359
Br -1.4988 2.3441 1.1561
H -0.5481 -0.0472 2.6182
C -0.0845 -2.6484 1.9356
H 0.3926 -2.2646 2.8373
H -0.3816 -3.6837 2.1008
N 0.9061 -2.5823 0.8012
H 0.6772 -1.7548 0.1945
H 0.7827 -3.3916 0.1857
C 2.3324 -2.5161 1.1892
H 2.5922 -3.4257 1.7364
H 2.4664 -1.6589 1.8511
C 3.2353 -2.3616 -0.0389
C 3.0817 -3.5451 -0.9925
H 3.2199 -4.4883 -0.4678
H 3.8387 -3.4868 -1.7690
H 2.1142 -3.5455 -1.4912
C 4.6826 -2.2323 0.4293
H 5.3375 -2.0729 -0.4215
H 5.0029 -3.1363 0.9410
H 4.7985 -1.3896 1.1050
H 2.9525 -1.4419 -0.5619
H -2.1839 -3.2919 0.3575

***

2.
54
Properties=species:S:1:pos:R:3 method="wB97M-V/def2-TZVPD" lumo_ev="-13.2253 / -15.4378" orbital_gap_ev="8.0175 / 6.0121" total_energy_ha=-3820.91005 multiplicity=4 charge=+4 s_squared=3.79
Tc 0.0154 -0.0441 0.2490
C 0.5910 3.2110 -1.2677
O 1.1043 1.9008 -0.9537
C 2.4968 1.7474 -1.2312
C 2.9843 0.7075 -0.2610
O 1.9752 -0.3667 -0.3280
C 2.3744 -1.6674 -0.8631
C 1.1562 -2.1784 -1.5913
O 0.0023 -1.8904 -0.7295
C -1.1550 -2.6944 -1.1276
H 0.7099 3.4198 -2.3326
H 1.1165 3.9696 -0.6877
H -0.4649 3.2173 -1.0052
H 3.0436 2.6818 -1.0829
H 2.6404 1.4269 -2.2680
H 2.9728 1.0493 0.7709
H 3.9592 0.2935 -0.5073
H 2.6741 -2.2982 -0.0274
H 3.2114 -1.5341 -1.5467
H 1.2070 -3.2542 -1.7542
H 0.9928 -1.6649 -2.5400
H -0.9144 -3.7411 -0.9539
H -1.3647 -2.5192 -2.1822
H -1.9969 -2.3961 -0.5132
Br -1.3754 -3.5951 6.7491
C -1.4154 -2.6643 5.1856
C -0.5744 -3.0486 4.1046
C -0.6263 -2.3494 2.9239
C -1.5218 -1.2770 2.7865
C -2.3342 -0.8652 3.8572
C -2.2895 -1.5510 5.0455
N -1.6040 -0.6263 1.5180
C -2.7642 -0.2781 1.0635
C -2.8309 0.3434 -0.2361
C -4.0117 0.6869 -0.8646
C -3.9554 1.2030 -2.1627
C -2.7221 1.3464 -2.7702
C -1.5637 1.0096 -2.0715
N -1.6101 0.5206 -0.8294
H 0.0848 -3.8995 4.2245
H -0.0101 -2.6590 2.0892
H -2.9857 -0.0058 3.7639
H -2.9110 -1.2563 5.8826
H -3.6814 -0.4790 1.6123
H -4.9622 0.5487 -0.3641
H -4.8665 1.4771 -2.6804
H -2.6325 1.7254 -3.7802
H -0.5792 1.1364 -2.5003
C 0.6616 3.4690 3.2669
C 0.4439 2.3797 2.3431
N 0.2970 1.5130 1.6020
H 0.5417 4.4149 2.7338
H 1.6784 3.3944 3.6598
H -0.0590 3.4087 4.0834

***

3.
56
Properties=species:S:1:pos:R:3 method="wB97M-V/def2-TZVPD" lumo_ev=0.4733 smiles="CCOC(=O)C1CCN(C(=O)C2CCN(S(=O)(=O)c3cc(Cl)ccc3Cl)CC2)CC1" orbital_gap_ev=9.7216 total_energy_ha=-2582.03384 charge=0
C -1.7004 7.8881 0.9748
C -2.0145 7.0471 -0.2536
H -3.0961 7.0008 -0.4157
H -1.5195 7.4443 -1.1418
O -1.5125 5.7148 -0.1137
C -2.2666 4.8442 0.5563
O -3.3514 5.0916 1.0133
C -1.5537 3.5102 0.6879
C -2.5600 2.3566 0.7852
H -3.4784 2.7248 1.2457
H -2.8028 2.0018 -0.2174
C -1.9767 1.2128 1.6289
N -0.5461 1.1445 1.4379
C 0.1353 0.3556 0.5724
O 1.3305 0.5170 0.3924
C -0.6512 -0.7578 -0.1170
H -1.6279 -0.3667 -0.4166
C -0.8461 -1.9434 0.8428
C 0.4862 -2.6415 1.1081
N 1.0913 -3.1002 -0.1233
S 0.4431 -4.4838 -0.7853
O -0.0291 -5.3238 0.2725
O -0.4507 -4.2203 -1.8787
C 1.9329 -5.2100 -1.4972
C 1.9791 -5.4434 -2.8576
C 3.1179 -6.0073 -3.4132
C 4.2027 -6.3381 -2.6101
C 4.1495 -6.1032 -1.2487
C 3.0105 -5.5353 -0.6888
Cl 2.9257 -5.2341 0.9890
H 4.9843 -6.3563 -0.6153
H 5.0828 -6.7784 -3.0517
Cl 3.1874 -6.2985 -5.1067
H 1.1192 -5.1817 -3.4541
C 1.3279 -2.0363 -1.0755
C 0.0595 -1.2419 -1.3887
H 0.3251 -0.3864 -2.0113
H -0.6240 -1.8872 -1.9431
H 1.7192 -2.4959 -1.9856
H 2.0842 -1.3725 -0.6498
H 0.3374 -3.5193 1.7382
H 1.1934 -1.9603 1.5902
H -1.2765 -1.6155 1.7906
H -1.5229 -2.6669 0.3807
C 0.1516 2.2705 2.0383
C -0.6904 3.5488 1.9566
H -1.3455 3.6438 2.8245
H -0.0298 4.4159 1.9368
H 1.0903 2.3873 1.4917
H 0.3888 2.0392 3.0833
H -2.4594 0.2702 1.3828
H -2.1513 1.4037 2.6922
H -0.8927 3.3894 -0.1743
H -2.2097 7.4798 1.8444
H -2.0405 8.9070 0.8149
H -0.6293 7.8963 1.1622

***

4.
51
Properties=species:S:1:pos:R:3 method="wB97M-V/def2-TZVPD" lumo_ev=0.6903 smiles="C=CCCC(=O)N1CCC[C@@](Cc2cccc(Cl)c2)(C(=O)OCC)C1" orbital_gap_ev=9.8030 total_energy_ha=-1518.40672 charge=0
C 4.0117 -4.2059 2.1703
C 4.3366 -2.9843 2.5505
C 3.8388 -1.6972 1.9752
H 3.3526 -1.1238 2.7700
C 2.8722 -1.8462 0.8052
C 2.4641 -0.4886 0.2653
O 2.8988 0.5554 0.7186
N 1.5926 -0.5065 -0.7742
C 0.9679 -1.7158 -1.2773
H 1.7409 -2.4339 -1.5716
C 0.0816 -1.3924 -2.4725
C -1.0197 -0.4095 -2.0736
H -1.4833 -0.0067 -2.9725
H -1.7889 -0.9401 -1.5091
C -0.4767 0.7304 -1.1945
C -0.8243 0.4642 0.2766
O -1.3777 -0.5258 0.6802
O -0.4134 1.4603 1.0509
C -0.5946 1.3192 2.4626
C 0.4972 0.4553 3.0745
H 1.4721 0.8133 2.7508
H 0.4362 0.5003 4.1581
H 0.3770 -0.5777 2.7567
H -0.5507 2.3386 2.8515
H -1.5831 0.8867 2.6519
C 1.0600 0.7498 -1.2617
H 1.3889 0.9335 -2.2900
H 1.4659 1.5353 -0.6201
C -1.0310 2.1080 -1.6180
C -2.5281 2.1740 -1.4998
C -3.3515 1.9241 -2.5910
C -4.7290 1.9475 -2.4585
C -5.3132 2.2248 -1.2359
C -4.4924 2.4958 -0.1537
C -3.1148 2.4781 -0.2774
H -2.5004 2.7131 0.5769
Cl -5.1967 2.8705 1.3807
H -6.3855 2.2412 -1.1231
H -5.3555 1.7492 -3.3150
H -2.9165 1.7224 -3.5589
H -0.5786 2.8700 -0.9819
H -0.7300 2.2953 -2.6507
H -0.3669 -2.3160 -2.8401
H 0.6915 -0.9791 -3.2776
H 0.3491 -2.1741 -0.4949
H 1.9770 -2.3854 1.1228
H 3.3467 -2.4164 0.0032
H 4.6961 -1.0998 1.6514
H 5.0365 -2.8524 3.3668
H 4.4288 -5.0728 2.6543
H 3.3215 -4.4060 1.3688

***

5.
56
Properties=species:S:1:pos:R:3 method="wB97M-V/def2-TZVPD" lumo_ev="-7.1278 / -7.2690" orbital_gap_ev="6.5534 / 6.4133" total_energy_ha=-2808.38250 multiplicity=2 charge=+2 s_squared=1.23
Cr 0.0737 0.0537 -1.3094
O 3.6101 -1.0348 0.7250
C 2.4599 -0.5984 0.2967
O 1.8436 -1.0641 -0.6551
C 1.8809 0.5451 1.0533
C 2.4396 1.2180 2.1271
C 1.7162 2.2754 2.6659
C 0.4802 2.6191 2.1324
C -0.0004 1.8828 1.0578
N 0.6982 0.8747 0.5512
C -1.2945 2.0392 0.3278
O -2.1614 2.9604 0.6539
O -1.5560 1.2569 -0.5758
H 3.9420 -1.7657 0.1754
H 3.4037 0.9337 2.5247
H 2.1142 2.8339 3.5022
H -0.0716 3.4453 2.5616
H -1.8779 3.5344 1.3787
C 0.1891 -3.2209 1.0545
Sb -1.1868 -1.8946 0.1315
C -2.1000 -0.9703 1.8070
C -2.7683 -3.1756 -0.5225
C -3.9976 -2.3545 -0.7937
C -4.9282 -2.1731 0.2275
C -6.0640 -1.4023 0.0385
C -6.2881 -0.8022 -1.1909
C -5.3793 -0.9883 -2.2198
C -4.2309 -1.7582 -2.0426
C -3.2989 -1.9561 -3.2018
Sb -1.7198 -0.5190 -3.2950
C -2.8166 1.2397 -3.7008
C -0.7884 -1.0529 -5.1119
H -0.3535 -3.9339 1.6731
H 0.8792 -2.6686 1.6917
H 0.7516 -3.7582 0.2938
H -2.4845 -1.7269 2.4894
H -2.9284 -0.3475 1.4728
H -1.3710 -0.3643 2.3460
H -2.9451 -3.8821 0.2889
H -2.4314 -3.7482 -1.3846
H -4.7714 -2.6639 1.1814
H -6.7793 -1.2883 0.8415
H -7.1785 -0.2119 -1.3588
H -5.5795 -0.5493 -3.1904
H -3.8432 -1.8237 -4.1389
H -2.8766 -2.9598 -3.2331
H -3.3517 1.1232 -4.6421
H -2.1533 2.0998 -3.7615
H -3.5273 1.3905 -2.8899
H -1.5544 -1.0963 -5.8855
H -0.3242 -2.0319 -5.0098
H -0.0277 -0.3298 -5.3908
O 0.7095 1.8352 -1.9932
C 1.3363 1.2625 -2.9279
O 1.2286 0.0091 -2.9930
H 1.9351 1.8349 -3.6423

***

6.
50
Properties=species:S:1:pos:R:3 method="wB97M-V/def2-TZVPD" lumo_ev=-6.6228 orbital_gap_ev=5.7438 total_energy_ha=-1366.50123 charge=+1
C -2.7914 2.1320 2.8471
C -1.8483 1.1026 2.2292
C -0.7878 1.8356 1.4179
C -1.1685 0.3548 3.3789
C -2.6768 0.1741 1.3226
Si -1.7507 -1.0933 0.2413
C -1.0549 -2.4172 1.3824
C -3.1247 -1.9358 -0.7327
H -0.6192 -0.4484 -0.6345
H -3.5616 1.6422 3.4581
H -2.2312 2.8252 3.4916
H -3.2956 2.7199 2.0692
H -0.0495 1.1475 0.9858
H -1.2377 2.4027 0.5893
H -0.2333 2.5385 2.0574
H -0.3758 -0.3255 3.0437
H -0.7047 1.0837 4.0622
H -1.8919 -0.2306 3.9646
H -3.4133 -0.3598 1.9469
H -3.2642 0.7937 0.6267
H -1.7721 -2.7080 2.1592
H -0.8514 -3.3035 0.7773
H -0.1260 -2.1183 1.8680
H -3.8856 -2.3663 -0.0700
H -3.6281 -1.2354 -1.4020
H -2.7130 -2.7498 -1.3320
F 2.7349 -4.0533 -2.5008
C 2.1334 -2.9219 -3.0173
C 1.4302 -3.0448 -4.2081
C 0.8386 -1.8869 -4.6981
F 0.1519 -1.9617 -5.8935
C 0.8885 -0.6796 -4.0287
C 1.5222 -0.5808 -2.7449
C 1.3874 0.6528 -2.0581
C 2.0577 1.1840 -0.9092
C 1.9955 2.5944 -0.6868
C 2.5041 3.1830 0.4534
C 3.1618 2.4074 1.4183
C 3.2922 1.0507 1.1711
F 3.9338 0.2797 2.1184
C 2.7915 0.4238 0.0414
C 2.2435 -1.7287 -2.3132
H 1.3477 -3.9903 -4.7268
H 0.4410 0.2011 -4.4715
H 0.8641 1.4177 -2.6504
H 1.5370 3.2213 -1.4532
H 2.3962 4.2566 0.6153
H 3.5556 2.8489 2.3280
H 2.9600 -0.6347 -0.0896
H 2.8886 -1.6989 -1.4438

***

7.
64
Properties=species:S:1:pos:R:3 method="wB97M-V/def2-TZVPD" lumo_ev="0.8042 / 0.6201" orbital_gap_ev="5.4516 / 5.4669" total_energy_ha=-4213.77653 multiplicity=3 charge=-1 s_squared=2.10
V -1.0266 -0.3754 0.3197
O -1.2771 3.7917 0.9448
C -1.0405 2.4855 0.9678
O -1.1239 1.7784 -0.0237
C -0.6144 1.8839 2.2200
C -0.3798 2.5468 3.4146
C 0.0638 1.8189 4.5046
C 0.2692 0.4570 4.3418
C 0.0179 -0.1254 3.1103
N -0.4399 0.5663 2.0566
C 0.2319 -1.5161 2.7261
O 0.6869 -2.4282 3.5804
O 0.0352 -1.8203 1.5612
H -1.5846 4.0174 0.0532
H -0.5547 3.6104 3.4827
H 0.2395 2.2940 5.4581
H 0.6217 -0.1291 5.1806
H 0.7341 -2.0671 4.4734
S -2.7570 0.1088 -1.2914
C -3.4193 -1.3484 -1.9146
C -4.4494 -1.2475 -2.8906
N -5.2703 -1.1591 -3.6933
C -2.9296 -2.5514 -1.4965
S -1.6594 -2.6052 -0.3392
C -3.4164 -3.7887 -2.0045
N -3.8041 -4.7972 -2.4021
C 1.8126 -2.2560 -1.0594
Si 1.1547 -0.4762 -1.1200
C 0.8262 -0.0796 -2.9854
C 0.1188 1.2562 -3.2202
C 2.1161 -0.0783 -3.8197
C -0.0745 -1.1967 -3.5342
C 2.6637 0.5779 -0.4378
C 2.7882 0.3950 1.0786
C 2.5188 2.0760 -0.7085
C 4.0060 0.1111 -1.0263
H 2.5737 -2.3998 -1.8328
H 1.0224 -2.9874 -1.2165
H 2.2720 -2.4784 -0.0939
H 0.7222 2.1066 -2.8996
H -0.8417 1.3042 -2.7108
H -0.0713 1.3778 -4.2935
H 2.7255 0.8070 -3.6227
H 1.8539 -0.0601 -4.8841
H 2.7349 -0.9623 -3.6540
H -1.0140 -1.2754 -2.9835
H 0.4202 -2.1696 -3.4974
H -0.3160 -0.9890 -4.5824
H 1.9798 0.8896 1.6112
H 3.7263 0.8436 1.4280
H 2.8039 -0.6593 1.3708
H 1.5703 2.4698 -0.3319
H 2.5690 2.3070 -1.7728
H 3.3289 2.6294 -0.2169
H 4.1818 -0.9513 -0.8533
H 4.8229 0.6570 -0.5373
H 4.0885 0.2942 -2.0945
F -3.3386 0.8243 1.8768
P -3.7765 -0.0755 3.1678
F -4.1379 -0.9669 4.4597
F -4.8384 1.0525 3.6006
F -2.6498 -1.1793 2.7242
F -4.8756 -0.8339 2.2857
F -2.6203 0.6961 4.0462

***

8.
55
Properties=species:S:1:pos:R:3 method="wB97M-V/def2-TZVPD" lumo_ev=0.5453 smiles="C[C@@H]1CN(C(=O)c2n[nH]cc2-c2ccncc2)CC[C@@H]1N(C)C(=O)COCCF" orbital_gap_ev=9.5803 total_energy_ha=-1377.08210 charge=0
C -2.6936 -2.7485 0.0741
C -1.4403 -1.9268 0.3344
C -1.4776 -1.2981 1.7280
N -0.3006 -0.4637 1.9352
C 0.6386 -0.8209 2.8401
O 0.5307 -1.7801 3.5877
C 1.8997 -0.0040 2.8540
N 2.0810 0.9707 3.7237
N 3.3144 1.4278 3.4630
C 3.9175 0.7770 2.4500
C 3.0268 -0.1768 2.0113
C 3.1738 -1.1252 0.9016
C 3.8301 -0.7687 -0.2735
C 3.8886 -1.6774 -1.3175
N 3.3424 -2.8906 -1.2748
C 2.7269 -3.2307 -0.1440
C 2.6189 -2.4015 0.9616
C -0.1703 0.6150 0.9705
C -0.0268 0.0451 -0.4393
C -1.1471 -0.9331 -0.8082
N -2.3313 -0.2616 -1.4078
C -2.1439 -0.0976 -2.8515
C -3.0219 0.7154 -0.7202
O -3.5588 0.5098 0.3538
C -3.3591 2.0347 -1.4256
O -2.3007 2.6437 -2.1305
C -1.4732 3.4375 -1.3069
C -0.3198 3.9413 -2.1254
F 0.5537 2.8963 -2.4196
H -3.5803 -2.1169 0.1306
H -2.6642 -3.2083 -0.9158
H -2.7882 -3.5454 0.8136
H -0.5719 -2.5978 0.3337
H -2.3727 -0.6890 1.8505
H -1.4716 -2.0768 2.4867
H 3.6903 2.1650 4.0321
H 4.9199 1.0130 2.1344
H 4.2616 0.2175 -0.3891
H 4.3889 -1.4105 -2.2422
H 2.2948 -4.2253 -0.1169
H 2.1137 -2.7456 1.8552
H -1.0616 1.2435 1.0577
H 0.6897 1.2333 1.2195
H 0.0279 0.8496 -1.1759
H 0.9231 -0.4932 -0.4887
H -0.7807 -1.5506 -1.6303
H -2.9849 0.4255 -3.2964
H -1.2297 0.4427 -3.1076
H -2.1039 -1.0939 -3.2927
H -4.1611 1.8451 -2.1418
H -3.7586 2.6941 -0.6512
H -2.0338 4.2970 -0.9153
H -1.0940 2.8657 -0.4521
H -0.6702 4.3558 -3.0713
H 0.2394 4.6965 -1.5708

***

9.
56
Properties=species:S:1:pos:R:3 method="wB97M-V/def2-TZVPD" lumo_ev=-5.3171 orbital_gap_ev=9.5025 total_energy_ha=-3276.87577 charge=+2
Ga -0.3050 0.0312 0.0886
O -1.2797 3.7116 1.0176
C -1.0727 2.6370 0.5056
N -0.1243 1.7531 0.8810
C 0.4417 1.8595 2.1994
C 0.3715 0.5203 2.8743
C 0.7888 0.3465 4.1907
C 0.5975 -0.8759 4.8066
C -0.0074 -1.9000 4.0834
C -0.3380 -1.6726 2.7644
N -0.1413 -0.4924 2.1707
C -1.9227 2.1142 -0.6355
C -2.7123 2.9776 -1.3780
C -3.5571 2.4569 -2.3463
C -3.6135 1.0789 -2.5087
C -2.7868 0.2771 -1.7402
N -1.9535 0.7862 -0.8324
H -0.1278 2.5956 2.7839
H 1.4791 2.2117 2.1638
H 1.2452 1.1745 4.7131
H 0.9076 -1.0324 5.8278
H -0.2092 -2.8554 4.5378
H -0.7989 -2.4376 2.1513
H -2.6526 4.0365 -1.1838
H -4.1633 3.1074 -2.9594
H -4.2846 0.6340 -3.2284
H -2.7952 -0.7996 -1.8450
C 1.6034 -4.9162 -0.5713
N 0.5670 -3.9122 -0.6657
C -0.7143 -4.4352 -1.1067
C 0.6865 -2.6402 -0.3733
O -0.3033 -1.8567 -0.4623
C 2.0294 -2.0874 0.1091
O 1.9595 -0.6842 0.2656
C 2.7665 0.1313 -0.5633
C 1.9140 0.7810 -1.6512
O 0.6761 0.5587 -1.6502
N 2.4935 1.5565 -2.5353
C 1.7238 2.2102 -3.5786
C 3.9071 1.8729 -2.4993
H 1.7280 -5.3911 -1.5455
H 1.3038 -5.6920 0.1370
H 2.5577 -4.5106 -0.2576
H -0.5530 -5.2031 -1.8611
H -1.3079 -3.6302 -1.5320
H -1.2550 -4.8827 -0.2711
H 2.8322 -2.3719 -0.5769
H 2.2357 -2.5080 1.1032
H 3.5997 -0.4254 -1.0036
H 3.1751 0.9176 0.0856
H 0.7012 1.8364 -3.5786
H 2.1817 2.0099 -4.5479
H 1.7200 3.2879 -3.4052
H 4.2427 2.1019 -1.4896
H 4.0844 2.7469 -3.1207
H 4.5047 1.0520 -2.8947